[1]
C2H8NO | the ωB97M-V functional and the def2-TZVPD basis

Output
- energy relative to the best compared isomer or geometry (same formula, charge and spin) (kJ/mol) = 65.0
- strongest force on any atom (hartree/bohr) = 0.051
- E_LUMO (eV) = -5.0
- HOMO energy (eV) = -15.475
- HOMO-LUMO gap (eV) = 10.434

```
! RIJCOSX wB97M-V def2-TZVPD def2/J DEFGRID3
* xyz 1 1
H 3.031 -1.909 -1.130
H -1.557 0.215 -0.896
C -1.096 0.643 -0.047
H -1.972 2.478 0.621
H -1.364 1.386 1.850
H 0.757 0.882 0.651
C -1.888 1.440 0.916
H 2.375 -2.988 -0.445
H 0.660 -0.192 -0.806
N 0.199 0.481 -0.139
O 2.182 -2.089 -0.634
H -2.870 0.984 0.985
*
```

Results of the Löwdin charge analysis, in e, for atoms 1 through 6: 0.084 0.135 -0.053 0.117 0.094 0.175

[2]
C11H20O | the ωB97M-V functional and the def2-TZVPD basis

Output
- energy relative to the best compared isomer or geometry (same formula, charge and spin) (kJ/mol) = 2.3
- strongest force on any atom (hartree/bohr) = 0.041
- E_LUMO (eV) = 1.0
- HOMO energy (eV) = -9.445
- SMILES = C1CCCC2(CCC1)CCCO2
- HOMO-LUMO gap (eV) = 10.413

```
! RIJCOSX wB97M-V def2-TZVPD def2/J DEFGRID3
* xyz 0 1
H -1.999 -0.797 2.336
C -0.878 0.025 -3.109
H -1.186 2.175 -0.543
C -1.139 -0.375 1.801
H 1.194 0.840 -1.452
C 1.360 -0.040 2.408
H 1.305 -1.627 -0.173
H -0.994 -1.862 0.233
O -0.734 -0.772 -1.925
H -2.380 -0.790 0.112
H 2.696 -0.654 -0.795
C 0.148 -0.961 2.476
H 2.879 -1.363 1.631
H -2.542 1.126 -0.935
H 1.885 -0.111 3.366
H 3.101 0.352 1.234
H -0.077 -1.110 3.516
C -1.486 1.270 -1.106
H -1.676 -0.352 -3.770
C -0.644 0.015 -0.722
H -1.212 0.730 1.950
H 0.862 1.280 0.165
C 0.812 0.435 -0.523
C -1.223 1.448 -2.595
H 0.054 0.054 -3.654
H 0.391 -1.926 2.101
C -1.298 -0.813 0.328
H 1.084 0.992 2.314
C 1.804 -0.668 -0.119
H -0.372 2.090 -2.755
H -2.107 1.834 -3.112
C 2.370 -0.444 1.318
*
```

Results of the Löwdin charge analysis, in e, for atoms 1 through 6: 0.102 -0.162 0.124 -0.154 0.113 -0.217

[3]
C20H39N4O5Ti | the ωB97M-V functional and the def2-TZVPD basis

Output
- energy relative to the best compared isomer or geometry (same formula, charge and spin) (kJ/mol) = 0.0
- strongest force on any atom (hartree/bohr) = 0.017
- E_LUMO (eV) = 2.7
- HOMO energy (eV) = -3.408
- HOMO-LUMO gap (eV) = 6.129

```
! RIJCOSX wB97M-V def2-TZVPD def2/J DEFGRID3
* xyz -1 1
H -0.604 1.908 1.911
C 1.214 0.920 2.424
H 2.141 2.877 -1.543
C -2.437 -0.892 -0.872
H 0.546 2.904 2.756
H -3.873 -0.236 -2.371
H 0.892 1.413 4.497
H 3.167 0.315 3.125
H -0.789 -0.511 -2.000
C 0.974 1.754 -2.938
H -4.076 -0.878 0.513
H -0.119 -0.443 1.704
H -1.318 3.337 -1.112
H -1.524 2.190 0.218
C 0.458 2.174 1.945
C 1.086 2.762 -1.786
H -1.296 1.458 -2.725
H -1.269 -0.980 2.466
C 2.992 -2.532 -1.111
C 0.861 2.914 0.661
H 1.616 -4.198 -0.981
O 2.721 1.069 -0.262
H 0.903 4.879 1.540
C 0.864 -2.585 0.968
C 0.371 4.362 0.741
C 2.710 1.166 2.616
C 1.618 -1.461 1.680
C -0.745 -2.964 -0.811
H -1.688 -1.915 0.827
C 1.609 -3.135 -1.255
C -1.052 2.333 -0.755
H -0.340 -4.098 -2.639
H -0.697 -2.398 -2.932
C -0.940 -3.255 -2.300
H 1.406 -3.527 1.113
H -2.784 -1.484 -2.963
N 0.406 2.224 -0.585
H 3.241 1.344 1.688
C 0.644 0.594 3.816
C -1.916 -2.181 -0.211
H -2.761 -2.877 -0.161
H 1.607 -1.727 2.741
H -0.697 4.420 0.965
O 3.985 -3.246 -1.092
C -1.627 1.295 -1.702
H -4.096 -1.903 -1.852
N 0.894 -0.189 1.454
H -1.986 -3.513 -2.465
Ti 1.488 0.090 -0.629
O 1.150 0.520 -2.571
H 2.828 2.033 3.272
C -3.275 -0.202 0.205
N -1.280 -0.051 -1.242
H 1.385 -3.054 -2.318
H 1.947 2.922 0.592
H -0.773 -3.943 -0.307
H 0.557 4.904 -0.187
H -2.708 1.441 -1.713
N 0.604 -2.387 -0.488
H 2.660 -1.369 1.367
H -2.666 -0.007 1.091
O 2.980 -1.244 -1.092
H 0.662 3.716 -2.107
H -0.431 0.437 3.779
C -3.342 -1.149 -2.091
H -0.090 -2.661 1.487
H 1.086 -0.318 4.219
O 0.673 2.122 -4.060
H -3.745 0.716 -0.155
*
```

Results of the Löwdin charge analysis, in e, for atoms 1 through 6: 0.113 -0.537 0.125 -0.545 0.120 0.073